{
  "formula": "C25H75BN2O13S12",
  "method": "the ωB97M-V functional and the def2-TZVPD basis",
  "symbols": ["C", "C", "S", "C", "B", "N", "O", "N", "O", "H", "H", "H", "H", "H", "H", "H", "H", "H", "C", "S", "O", "C", "H", "H", "H", "H", "H", "H", "C", "S", "O", "C", "H", "H", "H", "H", "H", "H", "C", "S", "O", "C", "H", "H", "H", "H", "H", "H", "C", "S", "O", "C", "H", "H", "H", "H", "H", "H", "C", "S", "O", "C", "H", "H", "H", "H", "H", "H", "C", "S", "O", "C", "H", "H", "H", "H", "H", "H", "C", "S", "O", "C", "H", "H", "H", "H", "H", "H", "C", "S", "O", "C", "H", "H", "H", "H", "H", "H", "C", "S", "O", "C", "H", "H", "H", "H", "H", "H", "C", "S", "O", "C", "H", "H", "H", "H", "H", "H", "C", "S", "O", "C", "H", "H", "H", "H", "H", "H"],
  "xyz": [[-6.26504, 1.67401, 1.42177], [-6.05605, 2.73549, 0.34049], [-5.11513, 2.21307, -1.11813], [-3.57336, 1.72467, -0.32587], [-2.38791, 1.57913, -1.34237], [-2.53454, 1.34344, -2.74770], [-1.07767, 1.73550, -0.81717], [-0.75911, 0.82825, 0.23253], [0.05826, 1.24353, 0.94699], [-5.41608, 0.98978, 1.50216], [-6.40513, 2.16099, 2.39135], [-7.15498, 1.07190, 1.21399], [-5.55252, 3.60167, 0.77926], [-7.02436, 3.05500, -0.05825], [-3.68416, 0.75205, 0.18075], [-3.28890, 2.43996, 0.45701], [-2.92053, 0.42923, -2.96394], [-1.63665, 1.39659, -3.22171], [1.15184, -2.21481, 2.09971], [0.99144, -1.94213, 0.34090], [-0.02645, -2.90045, -0.17856], [2.58233, -2.60760, -0.14741], [0.22173, -1.89704, 2.56854], [1.32584, -3.27580, 2.28566], [1.97548, -1.61264, 2.48871], [2.65893, -3.64501, 0.17982], [3.38074, -2.00787, 0.29483], [2.65023, -2.56436, -1.23320], [1.61680, -2.02192, -3.92449], [2.29030, -3.52769, -4.62769], [3.31248, -4.00876, -3.64715], [3.19776, -2.74329, -5.96153], [1.04822, -2.31642, -3.04175], [2.44592, -1.37139, -3.63980], [0.96468, -1.51683, -4.63656], [3.89772, -2.01895, -5.54386], [2.49357, -2.26011, -6.63863], [3.73379, -3.52965, -6.48941], [0.65382, 2.36220, 4.00822], [0.27598, 0.66446, 4.39595], [-1.20814, 0.56294, 4.48805], [0.91828, 0.58517, 6.06695], [0.26323, 2.51249, 3.00582], [0.16236, 3.05369, 4.69112], [1.73364, 2.51543, 4.02333], [0.39414, 1.31221, 6.68835], [1.99029, 0.78094, 6.04709], [0.73603, -0.42427, 6.42884], [4.08831, -3.39288, 5.29670], [4.60602, -1.68115, 5.12837], [3.43387, -0.94256, 4.57658], [5.74832, -1.95299, 3.77236], [3.32952, -3.42787, 6.07602], [3.66905, -3.73170, 4.34930], [4.94359, -4.00405, 5.58456], [5.23034, -2.40393, 2.92553], [6.56001, -2.59662, 4.11172], [6.14991, -0.98489, 3.47902], [1.59072, -7.71234, -3.89236], [2.19995, -7.66742, -5.57990], [1.47033, -6.56400, -6.26459], [1.44320, -9.19482, -6.12885], [1.92950, -6.79748, -3.40740], [0.50119, -7.75031, -3.90774], [2.00593, -8.58113, -3.38106], [0.36455, -9.13816, -5.98988], [1.85211, -10.03519, -5.56824], [1.67075, -9.32004, -7.18529], [-1.96642, -10.90925, -4.57127], [-1.52888, -12.37816, -5.51131], [-0.21596, -12.10058, -6.15255], [-2.78030, -12.16826, -6.78308], [-1.25943, -10.82887, -3.74747], [-1.89367, -10.03389, -5.21677], [-2.97759, -11.01638, -4.17878], [-2.63886, -11.20246, -7.26794], [-3.77039, -12.23756, -6.33246], [-2.64572, -12.97207, -7.50411], [-7.72279, 7.41172, 2.67454], [-7.09333, 6.12834, 1.59832], [-6.33609, 5.18458, 2.46877], [-5.87379, 7.15762, 0.77227], [-8.47575, 6.96181, 3.31933], [-6.90059, 7.80255, 3.26996], [-8.16413, 8.21158, 2.08169], [-5.19330, 7.57084, 1.51746], [-6.38290, 7.95704, 0.23386], [-5.33227, 6.52211, 0.07289], [-4.78541, 12.19635, 3.12453], [-5.15625, 10.44061, 3.17252], [-6.58699, 10.29557, 2.78509], [-5.08707, 10.26430, 4.95752], [-4.83014, 12.50746, 2.08277], [-5.53286, 12.73318, 3.70833], [-3.78366, 12.36630, 3.51892], [-5.81329, 10.93907, 5.41029], [-4.07737, 10.48391, 5.30449], [-5.33739, 9.23142, 5.19264], [-2.08815, 5.98892, 1.21452], [-1.02674, 4.63636, 1.73545], [-0.36697, 5.08267, 2.99469], [0.18880, 4.74884, 0.42834], [-2.88999, 6.06808, 1.94663], [-1.50299, 6.90828, 1.18750], [-2.50483, 5.76190, 0.23243], [0.65980, 5.73193, 0.44502], [-0.29869, 4.56043, -0.52893], [0.94470, 3.98911, 0.61073], [3.22598, 1.61609, 1.22127], [4.21671, 3.10847, 1.07268], [3.30801, 4.17837, 0.57209], [5.18012, 2.55240, -0.33923], [2.50989, 1.77401, 2.02362], [2.69622, 1.44505, 0.28332], [3.86959, 0.77055, 1.46901], [4.50200, 2.31226, -1.15837], [5.77245, 1.68224, -0.05401], [5.83831, 3.37041, -0.62578], [7.91215, -3.72107, -1.33172], [7.07188, -2.16770, -1.00933], [6.38761, -2.30119, 0.30994], [5.80791, -2.37702, -2.26338], [8.72575, -3.80799, -0.61407], [7.20610, -4.54119, -1.20283], [8.31221, -3.70831, -2.34527], [5.25201, -3.29724, -2.08635], [6.27173, -2.39729, -3.24976], [5.13468, -1.52350, -2.19653]],
  "lowdin_charge": [-0.14, -0.56, 0.85, -0.42, -0.65, 0.18, 0.03, 0.02, 0.03, 0.05, 0.07, 0.07, 0.04, 0.06, 0.08, 0.08, 0.09, 0.08, -0.26, 0.77, -0.55, -0.26, 0.05, 0.06, 0.03, 0.07, 0.04, 0.01, -0.27, 0.82, -0.56, -0.26, 0.04, 0.05, 0.06, 0.05, 0.06, 0.05, -0.27, 0.77, -0.54, -0.27, -0.01, 0.06, 0.06, 0.06, 0.04, 0.05, -0.26, 0.82, -0.57, -0.27, 0.05, 0.05, 0.05, 0.05, 0.06, 0.05, -0.26, 0.79, -0.57, -0.28, 0.04, 0.06, 0.05, 0.04, 0.05, 0.05, -0.27, 0.81, -0.56, -0.27, 0.05, 0.05, 0.05, 0.06, 0.05, 0.05, -0.28, 0.81, -0.55, -0.26, 0.05, 0.03, 0.05, 0.04, 0.06, 0.04, -0.27, 0.79, -0.56, -0.26, 0.05, 0.06, 0.05, 0.06, 0.06, 0.05, -0.26, 0.79, -0.54, -0.26, 0.04, 0.06, 0.05, 0.06, 0.05, 0.01, -0.26, 0.82, -0.55, -0.27, 0.02, 0.06, 0.05, 0.06, 0.05, 0.05, -0.27, 0.80, -0.57, -0.28, 0.05, 0.06, 0.05, 0.04, 0.06, 0.04],
  "homo_lumo_gap_ev": 8.2,
  "e_homo_ev": -7.902,
  "lumo_ev": 0.27
}



{
  "formula": "C25H75N9O10",
  "method": "the ωB97M-V functional and the def2-TZVPD basis",
  "symbols": ["C", "O", "H", "H", "H", "H", "C", "O", "H", "H", "H", "H", "C", "O", "H", "H", "H", "H", "C", "O", "N", "N", "H", "H", "H", "H", "C", "O", "N", "N", "H", "H", "H", "H", "C", "C", "C", "O", "C", "N", "H", "H", "H", "H", "H", "H", "H", "H", "H", "H", "H", "C", "C", "C", "O", "C", "N", "H", "H", "H", "H", "H", "H", "H", "H", "H", "H", "H", "C", "C", "C", "O", "C", "N", "H", "H", "H", "H", "H", "H", "H", "H", "H", "H", "H", "C", "C", "C", "O", "C", "N", "H", "H", "H", "H", "H", "H", "H", "H", "H", "H", "H", "C", "C", "C", "O", "C", "N", "H", "H", "H", "H", "H", "H", "H", "H", "H", "H", "H"],
  "xyz": [[-0.09496, -0.70781, 5.11359], [-0.22043, -1.36278, 6.38967], [0.58240, -1.28994, 4.48876], [-1.07651, -0.50533, 4.68503], [0.49340, 0.17689, 5.35699], [0.69464, -1.41724, 6.67478], [1.09552, 5.15340, 0.01246], [0.30261, 5.19904, -1.14704], [0.91372, 6.00770, 0.66454], [0.84297, 4.30971, 0.65473], [2.17135, 4.98241, -0.02546], [-0.33568, 5.89797, -0.98673], [-0.61219, 0.26788, 0.95165], [0.48344, 0.92529, 0.35204], [-0.80433, 0.65708, 1.95151], [-1.50499, 0.54213, 0.38969], [-0.36177, -0.78924, 0.86293], [0.86012, 1.57913, 0.94552], [-3.26689, 2.91960, -0.45430], [-3.47808, 3.21328, 0.73465], [-3.34627, 1.76524, -1.03471], [-2.95353, 3.87900, -1.31222], [-3.34358, 1.58457, -2.02842], [-3.51200, 1.09262, -0.29971], [-2.63007, 3.77869, -2.26375], [-2.92093, 4.83988, -1.00281], [-0.30812, 2.33288, -3.15242], [-0.71560, 3.15311, -3.98552], [0.35396, 2.53853, -1.97594], [-0.93527, 1.20974, -3.05540], [0.13032, 1.88656, -1.23768], [0.57367, 3.50830, -1.79887], [-1.45086, 0.83608, -3.83939], [-0.69929, 0.76302, -2.18083], [3.53244, 1.45980, -3.00692], [4.37360, 2.26086, -2.07023], [4.13808, 3.81503, -2.13182], [4.73732, 4.65510, -1.17581], [6.15126, 4.60424, -1.21233], [4.13607, 1.73598, -0.74425], [2.46267, 1.36497, -2.82060], [3.97589, 0.47902, -3.17878], [3.54903, 1.93791, -3.98633], [5.41256, 2.25755, -2.39986], [3.09684, 3.99199, -1.86235], [4.29768, 4.31387, -3.08774], [6.54017, 4.70831, -2.22525], [6.71545, 3.80438, -0.73272], [6.51476, 5.41823, -0.58512], [3.14345, 1.71669, -0.55864], [4.46092, 2.30403, 0.02511], [-0.99491, -2.35691, -5.45352], [0.21246, -3.29479, -5.38120], [1.28141, -2.65732, -4.43701], [0.80055, -2.36518, -3.12408], [1.74553, -2.09191, -2.10259], [-0.20276, -4.64185, -5.06540], [-1.52126, -2.44662, -4.50326], [-1.65773, -2.70440, -6.24600], [-0.69520, -1.32833, -5.65432], [0.66488, -3.49410, -6.35264], [1.73873, -1.73048, -4.78332], [2.05162, -3.42826, -4.46030], [2.28388, -1.16163, -2.28380], [2.47996, -2.88447, -1.95916], [1.32665, -1.83742, -1.12899], [0.27655, -5.15341, -5.79250], [0.15521, -4.87696, -4.15070], [-3.63593, -1.90326, 2.45910], [-4.15855, -1.88675, 1.05490], [-5.48743, -2.72706, 0.77320], [-5.33109, -3.29957, -0.55538], [-5.41371, -4.72847, -0.55141], [-4.37706, -0.47073, 0.67067], [-3.16007, -2.87097, 2.61778], [-4.28202, -2.01469, 3.32988], [-2.92031, -1.08880, 2.57166], [-3.40611, -2.34365, 0.41212], [-6.37950, -2.11272, 0.89523], [-5.57351, -3.46340, 1.57225], [-5.37431, -5.08183, -1.58180], [-6.33511, -5.12073, -0.12100], [-4.64801, -5.13101, 0.11173], [-5.05646, -0.02540, 1.27084], [-4.72710, -0.60038, -0.26782], [0.55266, -3.77819, 2.58159], [-0.54063, -4.26344, 1.55988], [-0.43393, -3.80203, 0.09730], [-1.59791, -4.31830, -0.57899], [-1.75683, -3.69496, -1.85282], [-0.50931, -5.70880, 1.60966], [0.33470, -4.28815, 3.51996], [0.38467, -2.70450, 2.66560], [1.56049, -3.93244, 2.19611], [-1.54481, -3.99266, 1.88607], [0.49280, -4.02705, -0.43055], [-0.47408, -2.71285, 0.08383], [-2.71970, -4.13582, -2.11089], [-1.02335, -3.83466, -2.64692], [-1.89196, -2.61988, -1.73433], [0.33493, -6.04566, 1.16935], [-1.05545, -5.99781, 0.81073], [-0.22390, 3.19408, 5.16553], [1.17841, 3.67380, 4.71990], [2.23406, 2.54897, 4.78087], [2.08983, 1.69862, 3.61496], [3.20340, 0.71386, 3.49950], [1.06507, 4.14683, 3.29281], [-0.83583, 4.09518, 5.12512], [-0.34531, 2.70244, 6.13076], [-0.73807, 2.48541, 4.51627], [1.69939, 4.47152, 5.24935], [2.04977, 1.89635, 5.63424], [3.25301, 2.92821, 4.85841], [4.22520, 1.07816, 3.39322], [3.03454, 0.12836, 2.59574], [3.18525, -0.07786, 4.24846], [0.93519, 3.33625, 2.70443], [2.03348, 4.40512, 3.16799]],
  "lowdin_spin": [0.04, 0.03, 0.01, 0.00, 0.01, 0.03, 0.01, 0.00, 0.00, 0.00, 0.00, 0.00, 0.01, 0.02, 0.00, 0.00, 0.00, 0.01, 0.00, 0.00, 0.00, 0.00, 0.00, 0.00, 0.00, 0.00, 0.00, 0.00, 0.00, 0.00, 0.00, 0.00, 0.00, 0.00, 0.01, 0.02, 0.01, 0.02, 0.03, 0.02, 0.00, 0.00, 0.00, 0.00, 0.00, 0.00, 0.00, 0.01, 0.00, 0.01, 0.02, 0.00, 0.00, 0.00, 0.00, 0.02, 0.00, 0.00, 0.00, 0.00, 0.00, 0.00, 0.00, 0.00, 0.01, 0.01, 0.00, 0.00, 0.00, 0.00, 0.00, 0.00, 0.00, 0.00, 0.00, 0.00, 0.00, 0.00, 0.00, 0.00, 0.00, 0.00, 0.00, 0.00, 0.00, 0.04, 0.00, 0.00, 0.00, 0.00, 0.00, 0.01, 0.01, 0.03, 0.00, 0.00, 0.00, 0.00, 0.00, 0.00, 0.00, 0.00, 0.01, 0.01, 0.05, 0.02, 0.16, 0.01, 0.00, 0.00, 0.00, 0.00, 0.01, 0.02, 0.04, 0.03, 0.04, 0.00, 0.02],
  "homo_lumo_gap_ev": [1.6, 8.9],
  "multiplicity": 2,
  "charge": -1,
  "e_homo_ev": [0.604, -6.710],
  "lumo_ev": [2.20, 2.14]
}



Computed values of max |F| (unit: eV/A) for the preceding records, in sequence: 1.02, 4.65.
Computed values of E_tot (unit: a.u.) for the preceding records, in sequence: -6887.90737, -2242.45313.